Molecular formula: C21H19BrN6OS6SbTi
Method: DFT, wB97M-V/def2-TZVPD

XYZ file:
```
56
Properties=species:S:1:pos:R:3:lowdin_spin:R:1
Sb 3.3303 -3.4352 -1.6407 0.001
Br -0.6132 -0.1632 -3.9075 0.019
Ti 0.2921 -1.1946 -0.3984 0.014
S 5.5237 -3.3191 -2.2159 0.001
S 3.5363 -3.4095 0.8812 0.002
S 1.6596 -2.7495 1.3651 0.001
S 2.1339 -5.2742 -2.1916 0.001
S 2.2601 -1.3308 -1.8898 0.001
S 2.3841 2.1795 2.7068 0.000
O -0.8252 -1.1571 1.2539 0.002
N 0.9584 -0.0652 3.0102 0.000
N -0.3653 -4.0554 0.2052 -0.001
N 1.5387 0.5944 0.8189 0.005
N -0.2798 -3.0097 -0.6742 0.011
N -0.6440 0.6084 -1.1997 0.239
N 0.7870 -5.2897 1.8260 0.001
C -4.4591 -1.2076 1.5681 0.000
C -2.4698 -1.9635 -0.2510 0.000
C -1.0013 1.5509 -0.2292 0.155
C -1.4497 3.8103 0.6967 0.002
C -3.1191 -1.0639 1.9076 0.001
C -1.0369 2.3825 -2.8080 0.056
C 2.1707 1.6758 0.1952 0.002
C 2.7091 2.6364 1.0606 0.001
C 2.2620 1.9016 -1.1752 0.001
C -0.7956 1.0857 -2.4717 0.105
C 1.5350 0.7527 2.1093 0.001
C -1.1900 3.3559 -1.7882 0.270
C 3.3572 3.7754 0.6098 0.000
C 3.4510 3.9722 -0.7578 0.001
C -4.8119 -1.6955 0.3203 0.000
C -1.3538 -2.2989 -1.1592 0.010
C 0.5714 -4.1448 1.0543 0.004
C -1.2171 2.8796 -0.4634 0.051
C 2.8962 3.0414 -1.6341 0.001
C -2.1207 -1.4106 1.0019 0.000
C -3.8150 -2.0694 -0.5769 0.000
H 3.7645 4.4942 1.3098 0.000
H 1.8316 1.1974 -1.8690 0.001
H 0.8654 0.2809 3.9480 0.000
H -4.0811 -2.4578 -1.5542 0.000
H -1.9668 3.2987 1.5111 0.000
H -5.2270 -0.9161 2.2762 0.000
H -2.0510 4.6709 0.3951 0.001
H 1.7725 -5.3742 2.0455 0.000
H -1.1179 2.6428 -3.8542 -0.002
H -1.5687 -2.3642 -2.2214 0.002
H 0.4877 -6.1056 1.3069 0.000
H -2.8287 -0.6440 2.8650 0.000
H -0.4991 4.1857 1.0875 -0.001
H -1.0790 1.1645 0.7789 0.008
H 3.9450 4.8557 -1.1425 0.000
H -1.3332 4.4026 -2.0233 0.026
H -5.8559 -1.7864 0.0440 0.000
H 0.1974 -0.6506 2.6395 0.000
H 2.9550 3.2103 -2.7016 0.000
```

Results
Lowest unoccupied orbital energy (spin up / spin down)   3.78 / 3.78 eV
Electronic energy   -197786.0795 eV
Highest occupied orbital energy (spin up / spin down)   0.060 / -2.083 eV
ΔE to the lowest compared entry with this formula, charge and spin   298.6 kJ/mol
Spin multiplicity   2
Net charge   -2
Frontier orbital gap (spin up / spin down)   3.717 / 5.858 eV